No. 1
Entry from the OMol25 dataset: a molecular structure, C7H13N2OS in a non-equilibrium geometry (wB97M-V/def2-TZVPD).

Structure (XYZ):
```
24
Properties=species:S:1:pos:R:3
C 0.104 0.752 0.246
C 1.371 0.960 -0.132
C -1.509 -1.456 0.734
C -0.477 0.714 1.562
C -0.488 -0.772 1.415
C 0.974 1.747 -2.425
C 1.864 0.840 -1.573
N -2.682 -0.951 0.366
N 0.563 -1.413 2.021
O -1.384 -2.777 0.548
S 2.576 1.108 1.103
H -0.553 0.665 -0.661
H 0.290 1.040 2.300
H -1.430 1.202 1.675
H 1.617 2.055 -3.237
H 0.629 2.668 -1.980
H 0.141 1.045 -2.733
H 2.847 1.156 -1.451
H 1.743 -0.262 -1.971
H -3.201 -1.609 -0.287
H -2.901 0.002 0.376
H 1.444 -1.059 2.146
H -2.291 -3.264 0.364
H 0.755 -2.391 1.595
```

As for the spin multiplicity: 1. As for the charge: +1. The energy above the lowest of the compared OMol25 structures with the same formula, charge and spin is 77.9 kcal per mole. The LUMO energy (spin up / spin down) is -5.99 / -6.00 eV. Its total energy is -23323.053 eV.

=====

No. 2
Entry from the OMol25 dataset: C4H8N2OS in the gas phase in a non-equilibrium geometry (wB97M-V/def2-TZVPD).

Structure (XYZ):
```
16
Properties=species:S:1:pos:R:3
C -1.435 -0.311 -0.141
C -0.276 0.602 -0.126
C 0.732 0.225 1.037
C 0.984 0.328 -0.998
H -1.753 -2.329 0.197
H -0.059 -1.779 -0.175
H -1.615 1.988 -0.004
H 1.243 1.194 1.220
H 0.300 -0.201 2.015
H 2.481 -0.556 0.365
H 1.719 1.164 -1.220
H 0.905 -0.233 -1.955
N -1.024 -1.593 -0.233
N 1.441 -0.598 0.100
O -0.656 1.949 -0.091
S -2.986 0.152 0.009
```

As for the spin multiplicity: 1. The structure (SMILES) is NC(=S)C1(O)CNC1. The energy above the lowest of the compared OMol25 structures with the same formula, charge and spin is 38.6 kcal per mole. The LUMO energy is 0.58 eV. Its total energy is -20139.161 eV.

=====

No. 3
Entry from the OMol25 dataset: a molecular structure, C10H12InO4S in a non-equilibrium geometry (wB97M-V/def2-TZVPD).

Structure (XYZ):
```
28
Properties=species:S:1:pos:R:3
C -0.078 1.846 1.705
C -0.892 0.453 1.308
C -2.531 0.473 1.510
C -3.375 -0.871 1.088
C -2.606 -2.217 0.476
C -0.948 -2.278 0.264
C -0.138 -0.903 0.694
C 1.515 -0.913 0.443
C 1.775 0.134 -0.798
C 3.094 -0.032 -1.757
O 2.725 0.821 -2.935
S 0.996 0.764 -3.059
O 0.188 2.040 -2.704
O 0.678 0.061 -4.408
O 0.667 -0.255 -1.733
H -0.799 2.616 2.255
H 0.272 2.406 0.711
H 0.885 1.603 2.329
H -3.021 1.475 1.931
H -4.548 -0.870 1.218
H -3.271 -3.135 0.166
H -0.400 -3.206 -0.193
H 1.867 -2.008 0.233
H 2.089 -0.541 1.411
H 1.768 1.222 -0.361
H 3.931 0.588 -1.180
H 3.453 -1.092 -2.098
In -3.296 1.821 3.484
```

As for the spin multiplicity: 1. As for the charge: +3. The energy above the lowest of the compared OMol25 structures with the same formula, charge and spin is 111.7 kcal per mole. The LUMO energy is -16.37 eV. Its total energy is -34714.281 eV.

=====

No. 4
Entry from the OMol25 dataset: a molecular structure, C40H94F3N10O10STl in a non-equilibrium geometry (wB97M-V/def2-TZVPD).

Structure (XYZ):
```
159
Properties=species:S:1:pos:R:3
Tl 3.771 6.878 0.703
C 0.787 0.020 -0.075
F 0.786 -0.138 -1.428
F 0.035 -0.931 0.388
F 2.071 -0.083 0.368
S -0.030 1.763 0.315
O 1.114 2.639 -0.083
O -1.221 1.962 -0.485
O -0.425 1.739 1.739
C 2.268 -5.776 -4.502
C 3.461 -6.022 -5.489
N 4.188 -7.279 -5.225
C 4.577 -7.518 -3.864
C 5.315 -8.804 -3.701
C 5.185 -7.484 -6.330
C 6.159 -6.251 -6.499
H 2.525 -5.291 -3.561
H 1.635 -6.634 -4.276
H 1.489 -5.156 -4.945
H 3.012 -6.061 -6.481
H 4.041 -5.100 -5.460
H 5.214 -6.719 -3.483
H 3.687 -7.435 -3.240
H 6.201 -8.785 -4.335
H 5.615 -8.845 -2.654
H 4.698 -9.671 -3.936
H 4.564 -7.562 -7.223
H 5.574 -8.494 -6.200
H 6.947 -6.348 -7.246
H 6.664 -6.042 -5.556
H 5.642 -5.346 -6.816
C -3.975 -0.586 -5.047
C -4.749 -1.119 -6.307
N -4.962 -0.091 -7.283
C -5.826 1.033 -6.868
C -7.262 0.557 -6.665
C -5.250 -0.592 -8.618
C -4.122 -1.545 -9.120
H -4.416 0.160 -4.385
H -2.948 -0.373 -5.342
H -3.911 -1.424 -4.354
H -4.101 -1.898 -6.708
H -5.644 -1.623 -5.944
H -5.339 1.394 -5.962
H -5.894 1.854 -7.581
H -7.891 1.408 -6.405
H -7.699 0.170 -7.586
H -7.432 -0.089 -5.804
H -5.226 0.242 -9.320
H -6.179 -1.160 -8.584
H -3.150 -1.105 -8.895
H -4.082 -1.717 -10.195
H -4.062 -2.537 -8.671
C 3.853 -4.213 4.592
C 2.441 -4.170 5.204
N 2.425 -3.345 6.517
C 1.076 -3.028 6.999
C 0.344 -2.026 6.060
C 3.215 -4.124 7.607
C 3.739 -3.003 8.656
H 3.682 -4.674 3.619
H 4.659 -4.611 5.210
H 4.138 -3.174 4.426
H 1.887 -3.699 4.392
H 2.069 -5.193 5.244
H 0.517 -3.964 7.020
H 1.035 -2.617 8.007
H -0.701 -2.011 6.370
H 0.685 -1.001 6.206
H 0.391 -2.307 5.008
H 4.111 -4.653 7.282
H 2.488 -4.815 8.035
H 4.268 -2.213 8.122
H 4.398 -3.340 9.457
H 2.830 -2.579 9.081
C 5.706 1.259 -2.766
C 6.750 1.887 -1.877
O 6.513 2.943 -1.354
N 7.902 1.308 -1.799
C 8.333 0.149 -2.513
H 5.494 0.227 -2.488
H 5.947 1.475 -3.807
H 4.747 1.775 -2.711
H 8.517 1.775 -1.148
H 9.068 -0.282 -1.834
H 8.989 0.384 -3.351
H 7.600 -0.611 -2.784
C -3.744 6.710 -1.048
C -2.743 7.280 -0.030
O -1.490 7.196 -0.224
N -3.171 7.878 1.027
C -4.478 8.366 1.382
H -3.186 6.059 -1.721
H -4.308 7.431 -1.639
H -4.588 6.131 -0.672
H -2.346 8.179 1.527
H -5.267 8.345 0.630
H -4.426 9.412 1.686
H -4.853 7.989 2.333
C -9.964 2.744 3.901
C -8.481 2.947 3.495
O -8.000 4.069 3.288
N -7.734 1.846 3.295
C -6.439 1.726 2.618
H -10.067 2.081 4.759
H -10.433 2.359 2.995
H -10.332 3.725 4.204
H -8.212 0.982 3.506
H -6.267 0.797 2.074
H -5.691 1.752 3.410
H -6.312 2.611 1.995
C -1.034 7.545 6.590
C -0.851 6.478 5.472
O -0.060 6.716 4.596
N -1.425 5.277 5.620
C -2.643 4.934 6.378
H -0.141 7.651 7.206
H -1.842 7.344 7.294
H -1.259 8.480 6.077
H -1.257 4.546 4.943
H -2.467 4.751 7.438
H -3.053 3.979 6.050
H -3.406 5.584 5.949
C 4.041 1.443 5.394
C 3.962 2.863 5.606
O 4.151 3.565 4.643
N 3.689 3.469 6.717
C 3.839 2.933 8.055
H 4.739 1.135 4.616
H 3.074 1.134 4.997
H 3.998 0.732 6.220
H 3.629 4.475 6.787
H 4.870 2.754 8.357
H 3.222 2.039 8.139
H 3.424 3.631 8.782
C -1.044 -6.635 1.105
C -2.168 -6.685 2.024
O -2.653 -7.713 2.432
N -2.609 -5.408 2.293
C -3.616 -5.122 3.291
H -0.198 -7.235 1.443
H -0.866 -5.574 0.931
H -1.409 -7.122 0.201
H -2.176 -4.619 1.836
H -3.151 -5.650 4.123
H -4.488 -5.761 3.151
H -3.896 -4.081 3.448
C 2.240 5.802 -6.620
C 1.866 5.265 -5.200
O 2.567 5.493 -4.211
N 0.728 4.625 -4.922
C -0.299 4.196 -5.892
H 2.303 4.947 -7.293
H 3.248 6.202 -6.727
H 1.565 6.582 -6.972
H 0.488 4.318 -3.990
H -0.352 5.045 -6.573
H -1.312 3.995 -5.543
H 0.020 3.351 -6.501
```

As for the spin multiplicity: 1. As for the charge: +2. The LUMO energy is -10.53 eV. Its total energy is -102037.691 eV.

=====

No. 5
Entry from the OMol25 dataset: 2 unconnected molecules or ions with the total composition C25H36F3Si in a non-equilibrium geometry (wB97M-V/def2-TZVPD).

Structure (XYZ):
```
65
Properties=species:S:1:pos:R:3
C 4.575 3.405 10.531
C 3.151 3.937 10.399
C 2.077 2.893 10.728
C 0.627 3.433 10.628
Si -0.654 2.215 11.309
C -0.296 1.254 12.889
C -1.285 0.108 13.232
C -1.074 -0.485 14.633
C -2.046 -1.607 15.007
C -2.447 2.598 10.995
C -2.810 3.772 11.943
C -3.054 5.092 11.198
C -3.258 6.212 12.212
H -0.194 -0.848 9.232
H 5.303 4.203 10.334
H 4.782 3.014 11.534
H 4.773 2.591 9.821
H 3.032 4.819 11.042
H 3.002 4.293 9.374
H 2.173 2.040 10.039
H 2.258 2.491 11.735
H 0.519 4.380 11.189
H 0.405 3.649 9.566
H 0.719 0.820 12.848
H -0.314 2.001 13.703
H -2.324 0.444 13.145
H -1.171 -0.692 12.490
H -0.055 -0.877 14.705
H -1.143 0.302 15.393
H -1.847 -1.963 16.028
H -3.094 -1.284 14.971
H -1.944 -2.463 14.330
H -2.633 2.888 9.947
H -3.091 1.734 11.236
H -3.725 3.511 12.503
H -2.017 3.913 12.702
H -2.217 5.310 10.516
H -3.950 4.988 10.570
H -3.527 7.147 11.711
H -4.068 5.954 12.907
H -2.341 6.358 12.799
F 3.263 2.099 6.214
C 2.951 1.001 6.992
C 3.996 0.394 7.681
C 3.644 -0.721 8.444
F 4.643 -1.320 9.173
C 2.334 -1.141 8.593
C 1.297 -0.518 7.861
C -0.074 -1.071 8.158
C -1.390 -0.633 7.503
C -2.447 -1.521 7.764
C -3.699 -1.292 7.224
C -3.987 -0.164 6.447
C -2.971 0.772 6.309
F -3.241 1.910 5.577
C -1.699 0.601 6.879
C 1.611 0.613 7.084
H 5.025 0.741 7.595
H 2.133 -1.944 9.304
H -0.016 -2.164 8.160
H -2.275 -2.402 8.399
H -4.481 -2.033 7.400
H -4.966 0.015 5.998
H -1.017 1.439 6.801
H 0.858 1.261 6.628
```

As for the spin multiplicity: 1. As for the charge: +1. The energy above the lowest of the compared OMol25 structures with the same formula, charge and spin is 0.0 kcal per mole. The LUMO energy is -5.21 eV. Its total energy is -42532.175 eV.